--- A ---
Here is 7 unconnected molecules or ions with the total composition H14O7 from OMol25. Energies are from ωB97M-V/def2-TZVPD.

Computed properties:
2S+1: 1
Frontier orbital gap (eV): 10.86
Charge: 0
LUMO level (eV): 0.3
HOMO level (eV): -10.539

Each line ends with the Löwdin charge.
Atoms and positions in Å:
1 O 0.32135 0.92385 -0.50412  -0.098
2 H -0.17950 0.65435 -1.35812  0.092
3 H 0.24914 1.85463 -0.37397  -0.032
4 O 1.12071 3.23358 -1.32984  -0.065
5 H 1.45760 4.07128 -1.64064  0.043
6 H 1.20484 2.60584 -2.07314  0.060
7 O 2.03346 -1.26368 0.23351  -0.035
8 H 2.46789 -1.77384 -0.36197  -0.038
9 H 1.92612 -1.73280 1.09008  0.071
10 O -4.36993 -0.28931 0.86770  -0.021
11 H -4.27681 0.54245 1.16886  -0.050
12 H -3.48432 -0.73862 0.95636  0.069
13 O -2.74581 -2.38966 -1.84700  -0.097
14 H -3.31010 -1.62503 -2.14529  0.058
15 H -2.26740 -2.13168 -1.02523  0.038
16 O 4.58111 -1.61064 0.58567  -0.041
17 H 4.38766 -0.76417 0.28758  -0.005
18 H 5.51709 -1.81659 0.45974  0.051
19 O -1.07267 1.10682 2.10904  -0.091
20 H -2.07732 1.25811 2.14100  0.064
21 H -0.56070 1.90840 1.95509  0.027

=====

--- B ---
Here is 7 unconnected molecules or ions with the total composition H14O7 from OMol25. Energies are from ωB97M-V/def2-TZVPD.

Computed properties:
2S+1: 1
Frontier orbital gap (eV): 9.95
Charge: 0
LUMO level (eV): 0.0
HOMO level (eV): -9.936

Each line ends with the Löwdin charge.
Atoms and positions in Å:
1 O -1.36587 -1.10413 -0.42718  -0.126
2 H -0.64486 -0.46100 -0.25695  0.011
3 H -2.13010 -0.41431 -0.43562  0.087
4 O -5.36441 0.35813 0.93219  -0.082
5 H -4.45046 0.05740 0.63838  0.053
6 H -5.89546 -0.28964 0.46053  0.025
7 O -0.36250 -0.62131 -2.25165  -0.129
8 H 0.08884 -1.00851 -3.09681  0.110
9 H 0.27585 -0.17950 -1.70707  0.004
10 O 1.65084 -1.57633 -0.83670  -0.038
11 H 2.31335 -1.42737 -1.47033  0.047
12 H 1.00046 -2.27332 -1.04933  0.095
13 O 2.71166 -0.80992 1.37899  -0.058
14 H 1.85931 -0.46130 1.55915  0.007
15 H 2.69689 -1.27996 0.52887  0.006
16 O 3.82486 1.51162 0.47432  -0.038
17 H 3.07724 1.32723 0.93029  -0.066
18 H 3.72380 2.42204 0.10297  0.062
19 O -1.20699 1.81583 1.22032  -0.095
20 H -0.87689 2.72495 1.10853  0.037
21 H -0.92554 1.68940 2.19710  0.089

=====

It comes down to A, which is 0.734 eV more stable than the next structure.

=====

--- A ---
Here is 7 unconnected molecules or ions with the total composition H14O7 from OMol25. Energies are from ωB97M-V/def2-TZVPD.

Computed properties:
2S+1: 1
Frontier orbital gap (eV): 9.34
Charge: 0
LUMO level (eV): -0.4
HOMO level (eV): -9.777

Each line ends with the Löwdin charge.
Atoms and positions in Å:
1 O -0.13733 -0.95767 -2.63138  -0.042
2 H -0.09333 -1.60867 -1.95938  -0.017
3 H -0.98433 -0.52667 -2.59338  -0.047
4 O 1.56367 1.74633 1.15762  -0.065
5 H 2.55867 1.69133 1.19262  0.086
6 H 1.27667 1.50933 2.05462  0.014
7 O -0.91033 1.78733 -0.42338  -0.060
8 H -0.14433 1.35833 -0.00038  0.006
9 H -1.59333 1.86633 0.26462  0.061
10 O 0.04867 -0.67067 0.30962  -0.045
11 H -0.80833 -0.37567 0.13262  0.011
12 H 0.22467 -0.50567 1.23562  -0.013
13 O 1.77167 -2.90067 -0.59638  -0.088
14 H 1.31767 -2.00267 -0.36038  0.045
15 H 2.58467 -2.89567 -0.12738  -0.006
16 O -2.27033 0.53033 -2.59438  -0.030
17 H -2.10033 1.15133 -1.90938  -0.005
18 H -3.11933 0.84833 -2.91138  0.066
19 O 0.25867 -0.20767 2.91362  -0.019
20 H -0.43533 0.31333 3.33062  0.082
21 H 0.99167 -0.15067 3.51562  0.066

=====

--- B ---
Here is 7 unconnected molecules or ions with the total composition H14O7 from OMol25. Energies are from ωB97M-V/def2-TZVPD.

Computed properties:
2S+1: 1
Frontier orbital gap (eV): 11.75
Charge: 0
LUMO level (eV): 0.5
HOMO level (eV): -11.207

Each line ends with the Löwdin charge.
Atoms and positions in Å:
1 O 1.46200 0.60350 -2.28936  -0.080
2 H 1.79015 0.26650 -1.40964  0.023
3 H 2.07574 0.16567 -2.90376  0.069
4 O 2.14427 1.62205 2.10293  -0.080
5 H 1.68694 2.35411 1.65583  0.058
6 H 1.41161 0.98403 2.23422  0.001
7 O 2.41180 -0.39218 0.10948  -0.085
8 H 1.68038 -0.80320 0.61951  0.032
9 H 2.70206 0.30602 0.74050  0.035
10 O -2.22380 -0.67962 1.77730  -0.108
11 H -2.50053 0.18875 2.21685  0.101
12 H -2.44761 -0.57574 0.79678  0.020
13 O -2.80047 -0.56859 -0.84599  -0.082
14 H -3.00415 -1.49687 -1.10838  0.084
15 H -2.08591 -0.31369 -1.48172  0.014
16 O 0.39131 -0.53631 2.09142  -0.088
17 H -0.58858 -0.58611 1.95298  0.004
18 H 0.55462 -1.06288 2.90101  0.087
19 O -1.08725 -0.13664 -2.90007  -0.123
20 H -0.14270 0.16073 -2.65595  0.026
21 H -1.42989 0.50047 -3.60391  0.093

=====

--- C ---
Here is 7 unconnected molecules or ions with the total composition H14O7 from OMol25. Energies are from ωB97M-V/def2-TZVPD.

Computed properties:
2S+1: 1
Frontier orbital gap (eV): 10.18
Charge: 0
LUMO level (eV): -0.1
HOMO level (eV): -10.310

Each line ends with the Löwdin charge.
Atoms and positions in Å:
1 O 3.88410 -1.75086 1.47667  -0.077
2 H 4.71410 -1.71686 0.99567  0.021
3 H 3.28410 -1.49386 0.74367  -0.017
4 O -1.15490 2.33814 -1.45133  -0.056
5 H -1.83590 2.84614 -1.81933  0.010
6 H -1.53290 2.17514 -0.55333  -0.011
7 O -1.73690 -0.42786 -2.06633  -0.043
8 H -1.28490 -1.00586 -2.69433  0.064
9 H -1.18490 0.34314 -2.15233  0.004
10 O -0.29890 -0.68986 0.29067  -0.059
11 H -0.83090 -0.51386 -0.50233  -0.002
12 H 0.52310 -1.01386 -0.09533  0.009
13 O 2.27910 -1.12486 -0.66033  -0.024
14 H 2.24110 -0.21286 -0.97733  0.092
15 H 2.39810 -1.65186 -1.44533  0.076
16 O -0.62590 -0.28386 2.96567  -0.070
17 H -1.59990 -0.32986 2.98567  0.034
18 H -0.48590 -0.41986 2.03467  -0.050
19 O -1.90390 1.82314 1.01767  -0.013
20 H -2.78190 2.22114 0.98067  0.077
21 H -2.06590 0.88914 0.92667  0.036

=====

--- D ---
Here is a molecular structure, H14O7 from OMol25. Energies are from ωB97M-V/def2-TZVPD.

Computed properties:
2S+1: 1
Frontier orbital gap (eV): 9.52
Charge: 0
LUMO level (eV): -0.2
HOMO level (eV): -9.767

Each line ends with the Löwdin charge.
Atoms and positions in Å:
1 O 1.89217 1.21705 1.15759  -0.040
2 H 2.27411 0.40308 0.82926  -0.013
3 H 1.34947 1.53557 0.43631  0.027
4 O 2.04149 -1.12870 0.40735  0.073
5 H 2.98529 -1.22857 0.53185  0.156
6 H 1.79313 -1.86779 -0.14790  0.166
7 O -3.24365 0.46334 -1.13741  -0.055
8 H -2.59510 0.82887 -0.53574  -0.198
9 H -4.08307 0.78814 -0.81169  0.047
10 O -1.60811 1.37505 -0.33448  0.120
11 H -1.31725 2.12712 0.18128  0.165
12 H -1.46571 1.63810 -1.24375  0.153
13 O 0.22110 0.11005 -0.39418  0.003
14 H 0.51699 -0.11511 0.48785  0.081
15 H -0.66023 0.46199 -0.26912  -0.038
16 O 1.77332 -1.63935 2.34655  -0.055
17 H 1.87527 -1.35497 1.43828  -0.314
18 H 1.03698 -2.25057 2.32544  0.029
19 O -0.79956 -0.73628 -1.99339  -0.054
20 H -1.61043 -0.23312 -2.06796  -0.014
21 H -0.37621 -0.39392 -1.20614  -0.242

=====

It comes down to B, which is 1.319 eV more stable than the next structure.

=====

--- A ---
Here is a molecular structure, H14O7 from OMol25. Energies are from ωB97M-V/def2-TZVPD.

Computed properties:
2S+1: 1
Frontier orbital gap (eV): 7.48
Charge: 0
LUMO level (eV): -0.7
HOMO level (eV): -8.174

Each line ends with the Löwdin charge.
Atoms and positions in Å:
1 O -7.13784 -25.15140 -12.31848  -0.075
2 H -7.91251 -24.59200 -12.37508  0.027
3 H -7.11568 -25.43902 -11.40579  -0.235
4 O -5.05146 -22.36902 -12.20236  0.062
5 H -4.79003 -23.28335 -12.09329  -0.187
6 H -4.22650 -21.88383 -12.21854  0.105
7 O -7.26929 -26.01150 -10.42430  0.013
8 H -8.13736 -25.75324 -10.11448  0.127
9 H -6.87534 -26.46836 -9.68112  -0.181
10 O -5.47851 -21.38350 -10.43251  -0.101
11 H -5.38284 -21.75892 -11.30781  -0.256
12 H -5.99918 -22.02652 -9.95119  -0.017
13 O -6.07423 -26.73981 -8.94709  0.132
14 H -5.15011 -26.91539 -8.76990  0.134
15 H -6.54584 -27.24676 -8.28616  0.131
16 O -4.32372 -24.30311 -11.89269  0.082
17 H -3.78016 -24.82605 -11.30336  0.125
18 H -3.79320 -24.20316 -12.68313  0.133
19 O -6.22003 -23.98806 -9.91998  -0.032
20 H -6.43062 -24.87244 -9.62038  -0.003
21 H -5.39261 -24.08503 -10.39137  0.016

=====

--- B ---
Here is 7 unconnected molecules or ions with the total composition H14O7 from OMol25. Energies are from ωB97M-V/def2-TZVPD.

Computed properties:
2S+1: 1
Frontier orbital gap (eV): 11.25
Charge: 0
LUMO level (eV): 0.3
HOMO level (eV): -10.913

Each line ends with the Löwdin charge.
Atoms and positions in Å:
1 O 6.84106 9.13644 4.48377  -0.049
2 H 7.25293 8.28854 4.35586  0.016
3 H 7.24096 9.73441 3.85575  0.062
4 O 5.83218 3.85504 4.52227  -0.095
5 H 6.61958 3.37096 4.88033  0.072
6 H 5.42139 3.48270 3.71578  0.009
7 O 4.59564 7.78560 5.68738  -0.059
8 H 5.40031 8.30225 5.58206  -0.004
9 H 3.89404 8.45545 5.59502  0.051
10 O 4.12503 9.01484 3.22289  -0.071
11 H 5.02161 9.13482 3.65389  0.038
12 H 3.76368 9.88174 3.05735  0.049
13 O 3.87614 3.49060 2.81778  -0.075
14 H 3.78772 4.48262 2.74295  0.028
15 H 3.04303 3.03990 2.75478  0.041
16 O 4.05229 6.20725 2.98636  -0.063
17 H 3.96047 7.15612 2.77251  0.032
18 H 4.39336 6.24878 3.87876  0.020
19 O 6.90630 6.52456 3.51923  -0.088
20 H 6.54321 5.75695 4.01550  0.021
21 H 6.27211 6.60900 2.75826  0.063

=====

--- C ---
Here is a molecular structure, H14O7 from OMol25. Energies are from ωB97M-V/def2-TZVPD.

Computed properties:
2S+1: 1
Frontier orbital gap (eV): 8.82
Charge: 0
LUMO level (eV): -0.4
HOMO level (eV): -9.198

Each line ends with the Löwdin charge.
Atoms and positions in Å:
1 O 0.44635 2.11561 0.23013  -0.048
2 H 1.29240 2.25914 0.65418  0.018
3 H 0.44265 1.18380 0.01117  -0.242
4 O 0.27331 0.91250 -2.11533  -0.045
5 H 0.21085 0.26555 -1.41263  -0.208
6 H -0.49937 0.75337 -2.65743  0.034
7 O 1.83548 -1.02356 -0.13820  0.053
8 H 1.60867 -1.84665 -0.57101  0.147
9 H 2.28404 -0.51345 -0.81259  0.139
10 O -2.01739 -0.37867 1.03082  -0.015
11 H -1.59691 -0.02609 1.81512  0.121
12 H -2.76147 -0.88109 1.36271  0.117
13 O 0.02133 0.18364 -0.29870  0.057
14 H -0.81795 0.06788 0.14677  0.067
15 H 0.59179 -0.48078 0.08776  0.017
16 O 2.80908 0.10602 1.61313  -0.044
17 H 2.09074 0.27266 2.22342  0.032
18 H 2.38449 -0.25814 0.83638  -0.106
19 O -2.85718 -1.21058 -0.91029  -0.050
20 H -3.32695 -0.38496 -1.02817  0.046
21 H -2.41390 -1.11622 -0.06718  -0.089

=====

--- D ---
Here is a molecular structure, H14O7 from OMol25. Energies are from ωB97M-V/def2-TZVPD.

Computed properties:
2S+1: 1
Frontier orbital gap (eV): 10.22
Charge: 0
LUMO level (eV): -0.5
HOMO level (eV): -10.707

Each line ends with the Löwdin charge.
Atoms and positions in Å:
1 H 2.68391 -1.52364 -1.67968  0.197
2 H 1.59719 -0.11049 -1.02800  0.232
3 H 1.55396 -1.14207 1.28141  0.039
4 H 0.40661 0.28702 1.10677  0.097
5 H -0.73153 -1.63923 0.87909  0.212
6 H -2.70879 -2.00856 1.08151  0.124
7 H -1.62164 -1.46000 -1.00579  0.174
8 H 0.12826 -1.36775 -0.91149  0.071
9 H -1.20974 0.72631 -1.25688  0.119
10 H -2.10485 0.48408 -0.10049  0.061
11 H -1.22273 1.97128 0.02355  0.058
12 H -0.49087 2.68536 1.07143  -0.042
13 H 1.29288 2.04997 -0.33396  0.111
14 H 2.43128 0.66293 0.94267  0.325
15 O 2.02063 -1.42010 -0.62974  -0.438
16 O 0.78925 -0.59333 1.67609  -0.201
17 O -1.92123 -1.40293 0.71264  -0.268
18 O -0.71770 -0.79470 -1.29857  -0.274
19 O -2.09479 1.23987 -0.79788  -0.145
20 O -0.28210 1.97807 0.61672  -0.119
21 O 2.20200 1.37792 -0.34940  -0.336

=====

It comes down to B, which is 7.759 eV more stable than the next structure.